Here is C5H12N2O as an isolated structure from OMol25. Energies are from wB97M-V/def2-TZVPD.

Positions of all 20 atoms, in Å:
C  3.002883  -0.389324  1.043357
C  1.982361  -0.192207  0.014805
N  0.722854  0.612122  0.542513
C  -0.820738  0.812426  -1.579815
C  -0.535360  0.058575  -0.281907
C  -1.753671  -0.073793  0.714561
N  -2.843906  -0.992684  0.318445
O  1.886766  -0.577217  -1.179177
H  2.909643  0.693397  0.139751
H  3.364363  0.143194  1.877494
H  3.503417  -1.341823  0.921566
H  1.371716  1.216153  1.186654
H  -1.755961  0.408836  -2.079892
H  -1.049717  1.764300  -1.274656
H  -0.049959  0.848296  -2.239277
H  -0.205865  -1.054137  -0.425072
H  -2.244371  0.839931  0.957374
H  -1.208266  -0.570803  1.689196
H  -3.651279  -0.469463  0.046954
H  -2.624909  -1.735775  -0.392881

Forces on the atoms, in the same order (eV/Å):
-0.94 -0.16 -2.35
-3.55 -0.93 -2.75
3.86 -1.06 -0.92
-2.19 -1.95 1.48
-1.12 -2.11 1.12
1.61 -2.74 1.68
1.60 -0.42 -0.89
1.06 0.39 3.78
2.51 -0.71 0.61
-0.83 0.95 1.27
0.91 0.40 -0.97
-3.48 -0.01 -0.50
1.18 0.08 0.81
-0.69 2.63 0.46
2.29 -0.22 -1.89
-0.26 2.25 -0.08
0.14 0.90 0.36
-1.52 1.47 -1.95
-0.38 0.06 -0.37
-0.20 1.18 1.12

Calculated values
charge = +1
molar mass = 116.16 g mol⁻¹
⟨S²⟩ = 0.763
multiplicity = 2
electronic energy = -10392.791 eV
energy relative to the best compared isomer or geometry (same formula, charge and spin) = 150.1 kcal/mol